No. 1
{"formula": "C24H41FN5O6Ru", "method": "wB97M-V/def2-TZVPD", "homo_ev": [-17.3, -17.3], "gap_ev": [4.6, 4.5], "s2": 0.79, "multiplicity": 2, "lumo_energy_ha": [-0.4665, -0.4714], "total_charge": 4, "elements": ["Ru", "C", "O", "C", "C", "O", "C", "C", "O", "C", "H", "H", "H", "H", "H", "H", "H", "H", "H", "H", "H", "H", "H", "H", "C", "C", "N", "C", "C", "C", "O", "O", "C", "O", "C", "C", "C", "F", "C", "C", "C", "N", "C", "C", "N", "C", "C", "H", "H", "H", "H", "H", "H", "H", "H", "H", "H", "H", "H", "H", "H", "H", "H", "H", "H", "N", "C", "C", "N", "H", "H", "H", "H", "H", "H", "H", "H", "H"], "coordinates": [[0.085, -0.283, -3.069], [1.400, 2.759, -1.998], [0.217, 2.058, -2.348], [-0.845, 2.904, -2.766], [-2.105, 2.050, -2.974], [-1.905, 0.896, -3.782], [-1.963, 1.019, -5.199], [-0.633, 1.457, -5.829], [0.407, 0.673, -5.257], [1.723, 1.137, -5.545], [1.212, 3.394, -1.124], [1.751, 3.383, -2.825], [2.154, 2.010, -1.754], [-0.554, 3.451, -3.672], [-1.055, 3.642, -1.979], [-2.909, 2.673, -3.384], [-2.419, 1.639, -2.007], [-2.761, 1.707, -5.500], [-2.211, 0.011, -5.550], [-0.430, 2.522, -5.666], [-0.683, 1.280, -6.913], [2.024, 0.816, -6.550], [2.390, 0.695, -4.797], [1.781, 2.229, -5.493], [1.425, -3.053, 4.154], [2.249, -1.950, 3.493], [1.533, -1.362, 2.367], [1.865, -1.761, 1.131], [1.201, -1.368, 0.003], [1.681, -1.788, -1.386], [1.736, -2.970, -1.695], [1.962, -0.805, -2.142], [0.017, -0.563, 0.086], [-0.727, -0.291, -0.882], [-0.273, -0.068, 1.428], [-1.311, 0.849, 1.626], [-1.562, 1.392, 2.857], [-2.535, 2.306, 2.932], [-0.802, 1.038, 4.012], [0.196, 0.074, 3.803], [0.498, -0.471, 2.548], [-1.025, 1.601, 5.239], [-2.176, 2.458, 5.500], [-2.274, 2.851, 6.970], [-2.090, 1.650, 7.820], [-0.737, 1.039, 7.621], [-0.082, 1.568, 6.335], [1.989, -3.470, 4.984], [1.233, -3.855, 3.446], [0.467, -2.692, 4.525], [3.177, -2.384, 3.117], [2.522, -1.168, 4.204], [2.715, -2.425, 1.043], [-1.919, 1.159, 0.790], [0.760, -0.274, 4.649], [-3.088, 1.934, 5.194], [-2.123, 3.382, 4.911], [-3.257, 3.291, 7.151], [-1.527, 3.598, 7.240], [-2.824, 0.967, 7.589], [-2.226, 1.897, 8.809], [-0.836, -0.048, 7.584], [-0.092, 1.284, 8.467], [0.779, 0.942, 6.111], [0.313, 2.579, 6.500], [2.126, -4.601, -5.261], [0.655, -4.385, -5.375], [0.257, -2.915, -5.123], [-0.240, -2.634, -3.775], [2.365, -5.575, -5.500], [2.462, -4.425, -4.303], [2.633, -3.982, -5.910], [0.155, -5.044, -4.661], [0.349, -4.686, -6.379], [-0.524, -2.626, -5.830], [1.123, -2.270, -5.306], [0.337, -3.092, -3.061], [-1.195, -2.973, -3.672]], "forces_ev_per_angstrom": [[0.0, 1.6, 1.9], [0.8, 0.2, 0.3], [-0.4, -1.8, -0.5], [-0.7, -0.1, -0.4], [0.3, 0.7, 0.9], [1.4, -1.2, 0.5], [0.4, -0.1, -1.0], [-1.0, 0.3, 0.0], [-0.1, -1.2, 1.4], [0.9, 0.0, -0.2], [0.0, -0.1, -0.1], [-0.1, -0.1, 0.0], [0.0, 0.1, 0.0], [0.0, -0.1, 0.1], [0.0, -0.1, -0.1], [0.1, -0.2, 0.0], [0.0, 0.2, -0.2], [0.1, -0.1, 0.1], [-0.1, 0.2, 0.0], [0.0, -0.2, 0.0], [0.1, 0.0, 0.2], [-0.1, 0.1, 0.2], [0.0, 0.1, -0.2], [-0.1, -0.1, 0.1], [0.2, 0.1, -0.1], [0.1, -0.5, 0.8], [0.3, -0.1, -0.8], [-0.1, 0.1, 0.2], [-0.5, 0.3, -1.0], [-0.9, -2.2, 2.8], [0.2, 0.2, -0.4], [-2.2, 2.6, -3.4], [2.1, -0.7, 2.5], [-0.4, 0.2, -3.7], [0.2, -0.4, -0.6], [-0.2, 0.2, 0.5], [0.3, -0.4, -0.6], [-0.1, 0.1, 0.0], [0.3, -0.3, -0.3], [-0.1, 0.0, 0.1], [-0.7, 0.6, -0.3], [-0.1, -0.2, 0.2], [-0.4, 0.4, -0.3], [-0.1, 0.6, -0.6], [-0.4, -0.1, 0.4], [1.0, -0.4, -0.2], [0.2, 0.1, 0.2], [0.0, 0.0, 0.1], [0.0, -0.1, -0.1], [0.0, 0.0, 0.0], [-0.1, 0.2, 0.0], [0.0, 0.0, -0.2], [0.0, 0.0, 0.1], [-0.1, 0.1, 0.0], [0.0, 0.0, 0.1], [0.0, 0.1, 0.1], [-0.1, -0.1, 0.3], [0.1, -0.1, 0.1], [0.0, -0.2, 0.1], [0.2, 0.2, 0.1], [0.0, -0.1, -0.2], [-0.2, 0.2, 0.0], [-0.2, 0.0, 0.0], [-0.1, 0.1, 0.1], [0.0, -0.2, 0.0], [0.3, -0.1, 0.1], [-0.9, 0.3, 0.0], [0.3, 0.0, -0.4], [0.2, 1.5, 1.0], [0.1, 0.2, 0.0], [0.1, 0.0, -0.2], [0.0, -0.3, 0.2], [0.1, -0.1, -0.1], [0.2, 0.0, 0.1], [0.2, -0.1, 0.0], [-0.1, 0.0, -0.1], [0.0, 0.2, 0.1], [0.0, 0.2, 0.1]], "mulliken_charge": [1.371, -0.972, 0.473, -0.617, -0.567, -0.342, -0.620, -0.547, -0.086, -0.827, 0.275, 0.306, 0.289, 0.324, 0.527, 0.457, 0.116, 0.421, 0.282, 0.419, 0.451, 0.267, 0.270, 0.346, -1.045, -0.868, 0.039, -0.129, -0.088, -0.188, -0.706, -0.730, 1.994, -0.935, 0.962, -0.996, 0.425, -0.315, -0.599, -0.774, 0.043, 0.138, -0.570, -1.085, -0.042, -0.709, -0.630, 0.403, 0.355, 0.337, 0.421, 0.414, 0.516, 0.659, 0.344, 0.506, 0.428, 0.443, 0.413, 0.401, 0.382, 0.387, 0.402, 0.297, 0.320, -0.229, -0.814, -0.281, -0.409, 0.407, 0.280, 0.371, 0.391, 0.455, 0.370, 0.251, 0.295, 0.280]}

No. 2
{"formula": "C3H2LiO2Pb", "method": "wB97M-V/def2-TZVPD", "homo_ev": [-16.5, -16.9], "gap_ev": [4.9, 5.4], "s2": 0.77, "multiplicity": 2, "lumo_energy_ha": [-0.4246, -0.4249], "total_charge": 2, "elements": ["C", "C", "H", "H", "O", "C", "O", "Li", "Pb"], "coordinates": [[-1.360, -0.937, -0.012], [-1.327, 0.306, 0.284], [-1.980, -1.601, 0.599], [-1.966, 1.169, 0.108], [0.230, 1.285, 0.439], [1.017, 1.172, -0.517], [1.600, 0.095, -0.763], [0.393, -1.644, -0.957], [3.393, 0.154, 0.819]], "forces_ev_per_angstrom": [[1.0, 2.1, 1.8], [-2.9, -2.8, -1.3], [-0.1, -0.3, -0.7], [0.6, 0.2, 0.5], [2.1, 1.9, -1.5], [-2.0, 0.8, 2.7], [2.4, -2.1, -0.7], [-0.3, 0.0, -0.3], [-0.7, 0.3, -0.5]], "mulliken_charge": [-0.785, 0.058, 0.359, 0.370, -0.265, 0.409, -0.564, 0.920, 1.499]}

E values (in a.u.) by entry order: -1857.6478; -465.5175.